Record 1
Density functional theory data (the ωB97M-V functional and the def2-TZVPD basis) for a structure of composition C14H11F6N7O9S7Sr.

Computed properties:
Energy relative to the best compared isomer or geometry (same formula, charge and spin), eV: 0.269
HOMO-LUMO gap, eV: 5.4
Total charge: -2
LUMO energy, eV: 3.967

The geometry in XYZ format:
```
55
C14H11F6N7O9S7Sr, DFT the ωB97M-V functional and the def2-TZVPD basis
Sr -0.665 0.449 1.427
O -0.120 4.922 6.836
C -0.003 4.216 5.852
S 0.639 2.582 5.873
C 0.559 2.244 4.138
C 0.063 3.235 3.363
S -0.158 3.282 1.625
S -0.420 4.707 4.218
S 1.179 0.672 3.674
C 3.107 -1.686 1.628
C 2.875 -0.638 0.602
N 1.708 -0.126 0.285
C 1.950 0.821 -0.680
C 3.289 0.860 -0.964
N 3.855 -0.067 -0.129
C 4.143 1.609 -1.914
O 3.538 2.450 -2.712
O 5.346 1.418 -1.919
C 0.812 1.558 -1.304
O 1.066 2.391 -2.207
O -0.335 1.214 -0.921
H 2.152 -1.961 2.068
H 3.748 -1.307 2.425
H 3.563 -2.572 1.183
H 4.840 -0.272 -0.124
H 2.514 2.449 -2.545
C -0.915 0.871 -4.188
C 0.397 0.187 -4.169
N 1.421 0.473 -4.906
N 2.381 -0.411 -4.489
C 1.982 -1.254 -3.520
S 2.880 -2.442 -2.768
N 0.680 -0.870 -3.329
N -0.164 -1.437 -2.377
H -0.842 1.736 -4.842
H -1.178 1.204 -3.183
H -1.696 0.202 -4.561
H 3.321 -0.352 -4.835
H -0.165 -0.822 -1.565
H -1.103 -1.461 -2.753
F -2.337 -3.565 -1.604
C -3.199 -3.364 -0.611
F -3.306 -4.486 0.098
F -4.389 -3.072 -1.134
S -2.589 -1.983 0.443
O -1.327 -2.412 0.989
O -2.507 -0.809 -0.402
N -3.766 -1.945 1.471
S -3.988 -0.641 2.333
O -2.795 -0.244 3.053
O -4.747 0.385 1.688
C -5.108 -1.360 3.604
F -4.521 -2.349 4.272
F -6.223 -1.831 3.040
F -5.443 -0.401 4.466
```

***

Record 2
Density functional theory data (the ωB97M-V functional and the def2-TZVPD basis) for a structure of composition C27H48NRuSi2Te at a distorted geometry.

Computed properties:
Multiplicity: 6
HOMO-LUMO gap (spin up / spin down), eV: 8.0 / 4.9
⟨S²⟩: 8.784
Total charge: +2
LUMO energy (spin up / spin down), eV: -4.981 / -8.418

The geometry in XYZ format:
```
80
C27H48NRuSi2Te, DFT the ωB97M-V functional and the def2-TZVPD basis
Ru -0.899 0.340 0.850
C -2.334 -3.380 3.399
C -1.456 -2.320 4.083
C -0.032 -2.806 4.363
C -1.500 -0.986 3.387
C -2.699 -0.500 2.841
C -2.861 0.857 2.547
C -1.838 1.784 2.836
C -2.138 3.243 2.950
C -0.577 1.271 3.187
C -0.402 -0.102 3.416
H -2.047 -4.367 3.746
H -2.249 -3.353 2.314
H -3.382 -3.248 3.654
H -1.913 -2.119 5.062
H 0.562 -2.860 3.455
H -0.062 -3.790 4.819
H 0.471 -2.147 5.065
H -3.552 -1.156 2.748
H -3.842 1.227 2.264
H -2.572 3.418 3.936
H -2.867 3.572 2.214
H -1.240 3.853 2.882
H 0.229 1.953 3.441
H 0.549 -0.435 3.806
C 2.043 -4.993 -0.370
N 1.264 -3.968 0.243
C 0.214 -4.388 1.112
C 1.246 -2.628 -0.250
C -0.077 -2.316 -0.936
C -0.388 -3.007 -2.103
C -1.600 -2.805 -2.738
C -2.531 -1.940 -2.186
C -2.229 -1.261 -1.016
C -0.985 -1.404 -0.391
H 2.465 -5.641 0.403
H 2.856 -4.567 -0.953
H 1.434 -5.634 -1.021
H 0.616 -5.005 1.919
H -0.538 -4.988 0.586
H -0.280 -3.520 1.539
H 2.082 -2.501 -0.943
H 1.369 -1.917 0.591
H 0.324 -3.706 -2.519
H -1.827 -3.344 -3.646
H -3.494 -1.808 -2.654
H -3.004 -0.632 -0.566
C 3.710 -0.454 -2.629
Si 3.320 1.299 -3.268
C 1.755 1.213 -4.355
C 4.780 2.244 -4.022
C 2.848 2.256 -1.648
Te 1.239 1.243 -0.576
C 0.531 3.094 0.225
Si -0.867 3.853 -0.895
C -0.226 4.156 -2.655
C -2.175 2.450 -0.931
C -1.442 5.449 -0.041
H 3.972 -1.134 -3.433
H 2.830 -0.854 -2.123
H 4.535 -0.454 -1.922
H 1.914 0.556 -5.205
H 1.479 2.182 -4.759
H 0.905 0.821 -3.793
H 5.131 1.748 -4.921
H 5.618 2.307 -3.335
H 4.502 3.257 -4.298
H 2.513 3.275 -1.824
H 3.699 2.278 -0.971
H 1.374 3.770 0.343
H 0.111 2.892 1.209
H 0.125 3.248 -3.140
H 0.581 4.883 -2.668
H -1.026 4.568 -3.263
H -1.905 1.683 -1.663
H -3.153 2.826 -1.215
H -2.302 1.977 0.061
H -0.625 6.162 0.025
H -1.836 5.312 0.961
H -2.221 5.916 -0.636
```

***

Record 3
Density functional theory data (the ωB97M-V functional and the def2-TZVPD basis) for the ion C4H10N3O with charge +1 at a distorted geometry.

Computed properties:
SMILES: CC(=[NH2+])CC(=O)NN
Energy relative to the best compared isomer or geometry (same formula, charge and spin), eV: 1.495
HOMO-LUMO gap, eV: 9.3
Total charge: +1
LUMO energy, eV: -4.469

The geometry in XYZ format:
```
18
C4H10N3O, DFT the ωB97M-V functional and the def2-TZVPD basis
C -1.705 0.244 -0.880
C -0.207 0.434 -0.982
N 0.337 -0.037 -2.019
C 0.654 1.056 0.079
C 1.643 -0.031 0.645
O 2.773 -0.109 0.249
N 0.907 -0.723 1.604
N -0.442 -0.518 1.938
H -1.758 -0.795 -0.576
H -2.166 0.199 -1.950
H -2.200 0.845 -0.151
H -0.261 -0.520 -2.690
H 1.342 0.134 -2.140
H -0.100 1.378 0.940
H 1.356 1.768 -0.332
H 1.404 -1.591 1.941
H -0.538 -0.742 2.987
H -1.039 -0.992 1.336
```

***

Record 4
Density functional theory data (the ωB97M-V functional and the def2-TZVPD basis) for a structure of composition C13H11Cl2N5O3RuS3 at a distorted geometry.

Computed properties:
Energy relative to the best compared isomer or geometry (same formula, charge and spin), eV: 2.028
HOMO-LUMO gap (spin up / spin down), eV: 7.5 / 7.6
Total charge: 0
LUMO energy (spin up / spin down), eV: 0.403 / 0.405

The geometry in XYZ format:
```
38
C13H11Cl2N5O3RuS3, DFT the ωB97M-V functional and the def2-TZVPD basis
Ru -0.412 0.451 -0.310
O -0.165 -0.031 1.936
N -0.474 -1.243 2.362
C -0.148 -1.551 3.637
C -0.342 -2.805 4.147
C -0.923 -3.778 3.333
C -1.311 -3.435 2.061
C -1.095 -2.145 1.554
S -1.608 -1.702 -0.018
H 0.271 -0.729 4.197
H -0.046 -3.019 5.163
H -1.068 -4.787 3.693
H -1.786 -4.147 1.402
N -2.203 0.254 -3.289
C -0.874 0.239 -3.496
N 0.007 0.218 -2.539
C 1.306 0.206 -2.999
C 1.422 0.199 -4.346
S -0.145 0.205 -5.083
C 2.336 0.200 -1.969
C 3.682 0.205 -2.091
S 4.422 0.212 -0.526
C 2.834 0.190 0.209
N 1.874 0.197 -0.671
N 2.635 0.103 1.536
H -2.503 0.504 -2.356
H -2.826 0.450 -4.049
H 2.311 0.192 -4.953
H 4.282 0.203 -2.985
H 3.384 0.301 2.172
H 1.668 0.188 1.859
Cl -2.936 5.049 -0.701
C -2.310 4.021 0.594
Cl -3.628 3.387 1.602
C -1.522 2.830 0.028
O -0.348 2.695 0.441
O -2.090 2.053 -0.773
H -1.672 4.622 1.228
```

***

| no. | M (g mol⁻¹) |
| --- | --- |
| 1 | 847.4 |
| 2 | 671.5 |
| 3 | 116.1 |
| 4 | 553.4 |